Density functional theory data (ωB97M-V/def2-TZVPD) for C4H7NO2 in the gas phase.

CARTESIAN COORDINATES (ANGSTROEM)
1 C 1.3756 -1.0815 -1.3641
2 C 0.4105 -0.4808 -0.3755
3 N -0.4158 -1.0965 0.3618
4 O 0.4708 0.8680 -0.2678
5 C -0.2171 1.3375 0.8963
6 C -1.7115 1.0550 0.8625
7 O -2.3692 0.8766 1.8558
8 H 2.2447 -0.4440 -1.5389
9 H 1.7127 -2.0408 -0.9619
10 H 0.8861 -1.2794 -2.3232
11 H -0.3674 -2.1029 0.2815
12 H 0.1949 0.8615 1.7907
13 H -0.0451 2.4172 0.9306
14 H -2.1692 1.1101 -0.1478

Summary:
Charge: 0
Structure (SMILES): [H]/N=C(\C)OCC=O
LUMO energy: 0.030 Eh
Orbital gap: 10.40 eV
DFT total energy: -9845.786 eV